ORCA calculation (ωB97M-V/def2-TZVPD) on a single C5H5ClFN molecule in a non-equilibrium geometry.

ΔE to the lowest compared entry with this formula, charge and spin in kJ/mol: 155.2
SMILES: N#C/C=C\C[C@H](F)Cl
Total charge: 0

Bonds (Å) are listed after each position.
Cartesian coordinates (Å):
1 H -0.780 1.421 0.920  C9 1.055
2 C 1.687 0.223 -0.349  H5 1.032, C7 1.367, C10 1.494
3 N 2.278 -2.303 0.194  C10 1.182
4 C -1.327 -0.450 0.551  C9 1.465, Cl11 1.847, F12 1.326, H13 1.170
5 H 2.319 0.678 -1.025  C2 1.032
6 H -1.798 1.291 -0.390  C9 1.110
7 C 0.483 0.833 -0.572  C2 1.367, H8 1.032, C9 1.491
8 H 0.541 1.728 -1.083  C7 1.032
9 C -0.877 0.846 0.040  H1 1.055, C4 1.465, H6 1.110, C7 1.491
10 C 1.884 -1.196 0.074  C2 1.494, N3 1.182
11 Cl -1.487 -1.824 -0.672  C4 1.847
12 F -0.462 -0.838 1.479  C4 1.326
13 H -2.462 -0.408 0.833  C4 1.170